No. 1
This record from the Open Molecules 2025 dataset describes an isolated molecule of C13H23BNO6PS at a distorted geometry. The level of theory is ωB97M-V/def2-TZVPD.

ORCA input file:
```
! wB97M-V def2-TZVPD RIJCOSX def2/J DEFGRID3
* xyz 0 1
C -2.37352 4.68700 -0.44710
C -0.97513 4.11919 -0.11675
C -1.02796 2.61663 -0.04247
C 0.35632 1.96575 0.07334
N 0.40897 0.69663 0.81047
C 0.26670 -0.48685 0.02008
C 0.88090 -1.65574 0.85427
C 2.29662 -1.98389 0.51859
O 2.64582 -2.71759 -0.37760
O 3.24500 -1.40797 1.37543
C 3.95742 -2.41061 2.01892
C 5.40751 -2.51669 1.70327
O 3.39784 -3.15737 2.78633
O 1.03363 -0.40478 -1.17078
C 0.53947 -1.21820 -2.14090
O 1.22340 -1.80136 -2.94947
C -0.97166 -1.24617 -1.95252
P -1.62360 0.11195 -3.03968
S -0.37940 1.50355 -3.58575
C -1.15434 -0.84034 -0.48130
B -2.04134 -1.78345 0.43140
C -2.53253 -1.35304 1.85677
O -2.41259 -3.02975 -0.02533
H -3.11046 3.92724 -0.23274
H -2.60790 5.52863 0.18361
H -2.45403 4.93817 -1.49074
H -0.29337 4.44787 -0.88497
H -0.67709 4.52147 0.83802
H -1.66054 2.27414 0.77149
H -1.47711 2.27417 -0.96870
H 0.77794 1.87830 -0.91482
H 0.98871 2.66199 0.60957
H -0.31523 0.72538 1.51031
H 0.32726 -2.58536 0.79432
H 0.86400 -1.35085 1.88714
H 5.98589 -2.38146 2.60099
H 5.70639 -1.85171 0.91278
H 5.56465 -3.52375 1.35428
H -1.45601 -2.15378 -2.27733
H -2.17837 -0.51028 -4.17119
H -2.72680 0.67594 -2.37148
H -1.76526 0.05606 -0.54089
H -1.80798 -0.68914 2.31121
H -3.46416 -0.79936 1.76488
H -2.72400 -2.19322 2.50011
H -1.66408 -3.55736 -0.30504
*
```

Computed properties:
highest occupied orbital energy = -9.051 eV
maximum force = 2.0 eV/A
orbital gap = 0.33743 Eh
SMILES = CCCCN[C@]1(CC(=O)OC(C)=O)OC(=O)[C@H]([PH2]=S)[C@H]1B(C)O

Here are the Löwdin charges for atoms 1 to 4, given in e:
1. C -0.0937
2. C -0.2504
3. C -0.2368
4. C -0.1845

No. 2
This record from the Open Molecules 2025 dataset describes an isolated molecule of C4H7NO. The level of theory is ωB97M-V/def2-TZVPD.

ORCA input file:
```
! wB97M-V def2-TZVPD RIJCOSX def2/J DEFGRID3
* xyz 0 1
C -0.27707 1.39083 0.48339
C 0.54769 0.54635 -0.45635
C 1.21593 -0.68830 0.03025
N 0.07143 -0.78068 -0.84551
C -1.12245 -1.31228 -0.36529
O -1.21530 -2.09945 0.54689
H -1.01367 1.98370 -0.06566
H 0.35279 2.08253 1.04917
H -0.81116 0.75975 1.19932
H 1.02917 1.08111 -1.27093
H 2.15051 -1.00930 -0.41854
H 1.06662 -0.97989 1.06618
H -1.99450 -0.97438 -0.95292
*
```

Computed properties:
highest occupied orbital energy = -9.833 eV
maximum force = 0.4 eV/A
orbital gap = 0.39850 Eh
SMILES = C[C@H]1CN1C=O

Here are the Löwdin charges for atoms 1 to 4, given in e:
1. C -0.0520
2. C -0.2897
3. C -0.0857
4. N -0.0258

No. 3
This record from the Open Molecules 2025 dataset describes a structure of composition C4H13N2O at a distorted geometry. The level of theory is ωB97M-V/def2-TZVPD.

ORCA input file:
```
! wB97M-V def2-TZVPD RIJCOSX def2/J DEFGRID3
* xyz 1 1
C 2.15267 -0.84127 -0.54776
C -0.15345 1.99920 0.87318
C -1.33440 -1.57649 0.29654
C 1.94580 -0.79995 0.70943
N 0.17937 1.39675 -0.48417
N -1.33815 -0.72514 -0.95484
O 1.65921 -0.69964 1.82509
H 3.05147 -0.42075 -0.94132
H 1.35589 -1.04142 -1.25025
H -1.04965 -1.17254 -1.82810
H 0.11139 1.20529 1.60204
H 0.44269 2.89301 1.07892
H -1.24806 2.12101 1.06208
H -1.91899 -2.44833 0.29561
H -0.29312 -1.97848 0.66607
H -1.82094 -1.02019 1.12634
H 1.23228 1.26125 -0.62104
H -0.43826 0.21700 -0.65358
H -0.18262 2.01490 -1.33205
H -2.35314 -0.38421 -0.92218
*
```

Computed properties:
highest occupied orbital energy = -13.355 eV
maximum force = 3.0 eV/A
orbital gap = 0.37535 Eh

Here are the Löwdin charges for atoms 1 to 4, given in e:
1. C -0.0046
2. C -0.0762
3. C -0.0911
4. C -0.3110

No. 4
This record from the Open Molecules 2025 dataset describes a cluster of 6 separate species, C47H48ClF4N7O6P2S2 in total at a distorted geometry. The level of theory is ωB97M-V/def2-TZVPD.

ORCA input file:
```
! wB97M-V def2-TZVPD RIJCOSX def2/J DEFGRID3
* xyz 0 1
O 7.01765 -1.19150 3.94560
C 6.65305 -0.20949 3.38312
C 6.42734 0.08127 1.85867
C 6.14587 -0.79356 0.72651
P 6.06159 -2.62083 1.05807
S 4.17792 -3.08120 1.39419
C 5.97469 -0.15952 -0.61360
C 5.71096 -1.05196 -1.86610
C 4.46910 -2.03046 -1.74867
C 4.04360 -2.40037 -3.23619
F 5.26044 -2.77344 -3.90780
C 6.05591 1.32142 -0.74646
C 5.81936 1.93587 -2.15333
C 4.25278 1.83503 -2.53348
C 3.34174 1.66700 -1.26498
N 1.89280 1.91292 -1.54947
C 1.17019 2.13390 -0.25819
C -0.06676 1.18631 -0.09865
C -0.75379 0.57127 -1.24950
C -1.87982 -0.33321 -1.09548
C -2.41037 -0.69535 0.23077
C -1.77104 -0.06263 1.38716
C -0.62952 0.85227 1.22126
O -0.11318 1.38393 2.42140
C 6.35081 2.20968 0.41930
S 6.45850 4.01340 0.30317
O 7.40015 4.35051 -0.77303
O 6.90189 4.69311 1.50559
C 4.79336 4.78881 -0.12628
F 4.43474 4.61036 -1.42499
F 3.84041 4.41167 0.77377
F 4.98280 6.13950 0.02683
C 6.54974 1.55404 1.70170
C 6.90785 2.06033 3.13924
O 7.57678 2.93911 3.56277
N 6.24083 1.06862 3.97742
P 4.52801 1.27943 4.32805
O 4.24166 2.87116 3.80528
Cl 3.32356 0.01493 3.13745
H 6.74731 -2.90680 2.28362
H 6.53003 -3.39774 -0.03830
H 5.60836 -0.49314 -2.82576
H 6.62733 -1.70308 -1.98724
H 4.76595 -3.01587 -1.29455
H 3.58721 -1.61088 -1.20657
H 3.52123 -1.55839 -3.75249
H 3.43715 -3.34740 -3.20482
H 6.10636 3.00825 -2.24765
H 6.37121 1.33945 -2.92352
H 3.96507 2.81606 -3.01137
H 4.09786 0.98438 -3.24113
H 3.62953 2.40715 -0.46987
H 3.42894 0.64414 -0.80591
H 1.89451 2.84833 -1.97805
H 0.79820 3.19433 -0.21043
H 1.83398 1.93117 0.63113
H -0.37642 0.82810 -2.27243
H -2.38771 -0.81377 -1.96938
H -3.25684 -1.40701 0.36860
H -2.17740 -0.31393 2.39684
H 0.81293 1.10243 2.52928
H 3.54409 2.87435 3.12042
C 0.97601 -7.21826 -0.44921
C 0.65583 -6.02857 0.18341
C 1.04092 -4.84153 -0.41863
N 1.70974 -4.77609 -1.57752
C 2.00882 -5.93849 -2.16788
C 1.66629 -7.17767 -1.65076
H 0.69062 -8.16727 -0.01014
H 0.11869 -6.02258 1.12229
H 0.81008 -3.88427 0.03699
H 2.55262 -5.85628 -3.10407
H 1.93326 -8.08670 -2.17412
C -4.99701 -7.55289 1.72423
C -4.22314 -7.36520 2.85794
C -2.84502 -7.34394 2.71440
N -2.21539 -7.49813 1.54386
C -2.98406 -7.67946 0.46432
C -4.36901 -7.71306 0.49950
H -6.07713 -7.57372 1.79449
H -4.67840 -7.23756 3.83148
H -2.19716 -7.19666 3.57230
H -2.44660 -7.80345 -0.47055
H -4.94054 -7.86108 -0.40746
C -2.84611 5.87382 -0.61915
C -3.72411 5.72184 -1.68036
C -3.67981 4.54009 -2.40382
N -2.83556 3.53670 -2.14041
C -1.99637 3.70663 -1.11264
C -1.96254 4.84738 -0.32483
H -2.85027 6.78241 -0.02798
H -4.42805 6.50207 -1.94124
H -4.34948 4.37375 -3.24108
H -1.32116 2.87609 -0.92349
H -1.26248 4.92967 0.49725
C -6.06654 10.85672 -1.48558
C -7.12803 9.97270 -1.37887
C -7.30966 9.04148 -2.38938
N -6.52183 8.94706 -3.46617
C -5.50520 9.81229 -3.54729
C -5.23449 10.77819 -2.59075
H -5.88967 11.59901 -0.71599
H -7.79975 10.00425 -0.53096
H -8.12464 8.32655 -2.34867
H -4.88424 9.71430 -4.43161
H -4.39518 11.45112 -2.70849
C -10.30967 -5.35402 3.71469
C -9.97748 -6.64884 3.35055
C -8.81228 -6.84739 2.62745
N -7.98855 -5.86095 2.25544
C -8.33157 -4.62006 2.61729
C -9.47183 -4.31484 3.34326
H -11.21187 -5.15677 4.28168
H -10.60756 -7.48583 3.62169
H -8.50878 -7.84395 2.32246
H -7.64701 -3.84022 2.30060
H -9.69807 -3.29083 3.60999
*
```

Computed properties:
highest occupied orbital energy = -8.597 eV
maximum force = 5.0 eV/A
orbital gap = 0.25290 Eh
SMILES = O=C1c2c([PH2]=S)c(CCCF)c(CCCNCc3ccccc3O)c(S(=O)(=O)C(F)(F)F)c2C(=O)N1P(O)Cl.c1ccncc1.c1ccncc1.c1ccncc1.c1ccncc1.c1ccncc1

Here are the Löwdin charges for atoms 1 to 4, given in e:
1. O 0.1400
2. C -0.4124
3. C -0.0881
4. C -0.2427

No. 5
This record from the Open Molecules 2025 dataset describes a structure of composition C16H36FeN8O. The level of theory is ωB97M-V/def2-TZVPD.

ORCA input file:
```
! wB97M-V def2-TZVPD RIJCOSX def2/J DEFGRID3
* xyz 2 5
Fe 0.49923 -0.11982 0.09374
N 0.11728 2.18466 0.05062
C -1.11722 2.69507 0.66996
C -2.17723 1.61280 0.65818
N -1.67671 0.36586 1.24831
C -2.58863 -0.75372 0.98424
C -2.48204 -1.23126 -0.44347
N -1.09569 -1.65547 -0.68611
C -1.47681 0.51086 2.69945
C -0.25824 -0.26250 3.14036
N 0.89713 0.20626 2.35537
H 0.04780 2.25120 -0.95910
H 0.91284 2.75248 0.32089
H -0.88578 3.01616 1.68395
H -1.51500 3.56740 0.14935
H -3.07760 1.97168 1.17248
H -2.45082 1.41390 -0.37811
H -2.29669 -1.57868 1.64041
H -3.62550 -0.49575 1.23100
H -3.20549 -2.03220 -0.60524
H -2.72182 -0.43653 -1.14870
H -0.91666 -2.53442 -0.21280
H -0.94710 -1.81932 -1.67576
H -1.32689 1.56109 2.94550
H -2.35941 0.18203 3.25688
H -0.12172 -0.13845 4.21662
H -0.38908 -1.32711 2.93956
H 1.06474 1.19060 2.54177
H 1.73775 -0.28922 2.63072
N 0.28947 0.30255 -2.11293
C 0.25859 0.62663 -3.22921
N 0.23281 1.02294 -4.46688
C 1.46573 1.51220 -5.12520
C 1.98960 0.45279 -6.08410
C 0.90538 0.05011 -7.08560
C -0.35961 -0.42135 -6.36525
C -0.85424 0.63850 -5.39078
H 2.19345 1.77549 -4.36037
H 1.19483 2.41877 -5.66949
H 2.30417 -0.42423 -5.50967
H 2.86858 0.84302 -6.59824
H 1.27723 -0.74179 -7.73457
H 0.66494 0.90384 -7.72634
H -0.15077 -1.34605 -5.81854
H -1.15372 -0.63611 -7.08106
H -1.71107 0.29965 -4.81184
H -1.14278 1.54289 -5.92966
C 1.69638 -4.22854 2.53715
C 1.38437 -3.13263 1.62608
N 1.14806 -2.27154 0.90512
H 1.40166 -3.96168 3.55126
H 2.76519 -4.43513 2.52141
H 1.15861 -5.12584 2.23568
C 4.64311 1.38109 0.36771
C 3.83512 0.26490 -0.22793
N 4.49467 -0.68717 -0.89362
O 2.60543 0.22690 -0.10515
H 5.70541 1.29834 0.15030
H 4.50270 1.37951 1.44877
H 4.27262 2.33133 -0.01492
H 5.49380 -0.66231 -1.00305
H 3.98638 -1.45527 -1.30098
*
```

Computed properties:
highest occupied orbital energy (spin up / spin down) = -14.551 / -14.139 eV
maximum force = 0.8 eV/A
orbital gap (spin up / spin down) = 0.36795 / 0.34873 Eh

Here are the Löwdin charges for atoms 1 to 4, given in e:
1. Fe 0.7374
2. N -0.0095
3. C -0.2087
4. C -0.1749

No. 6
This record from the Open Molecules 2025 dataset describes a structure of composition C14H17F3IN2O2S3Ti at a distorted geometry. The level of theory is ωB97M-V/def2-TZVPD.

ORCA input file:
```
! wB97M-V def2-TZVPD RIJCOSX def2/J DEFGRID3
* xyz -1 3
Ti 1.13396 -0.56428 -1.19445
C -1.53882 -4.03888 1.17085
C -0.89389 -3.10257 0.16582
S -0.05365 -1.78268 0.78382
C -1.03671 -3.32313 -1.20701
C -1.81414 -4.51016 -1.72575
S -0.39728 -2.29378 -2.38928
H -1.34823 -3.67939 2.17896
H -1.12651 -5.04815 1.08583
H -2.62097 -4.10689 1.02666
H -2.24120 -5.11790 -0.92777
H -1.16308 -5.14368 -2.33156
H -2.62393 -4.16909 -2.37373
F 3.76898 1.86860 -0.94389
C 3.18980 2.13225 0.24383
F 4.01291 2.93778 0.92356
F 2.05911 2.81477 0.00737
C 2.90772 0.81937 1.02154
O 3.39152 0.71559 2.12860
O 2.18905 -0.04059 0.39912
I 2.19834 -0.25533 -3.80665
C -0.16781 0.97079 -1.71451
C -0.41736 1.98995 -2.63798
C -1.60788 2.69027 -2.58203
C -2.55130 2.35754 -1.61181
C -2.24295 1.33303 -0.73452
N -1.08840 0.67205 -0.79013
H 0.31765 2.21820 -3.39829
H -1.81160 3.48644 -3.29112
H -3.50266 2.87098 -1.54503
H -2.94640 1.02076 0.03446
N 3.73127 -2.60147 -1.51397
C 2.68992 -2.16860 -1.25939
H 4.60394 -2.60585 -1.99631
C 1.00934 2.75619 3.44836
S -0.11505 1.60969 2.62503
C -1.66619 2.47289 2.93369
H 0.67832 2.94627 4.47096
H 1.07819 3.69681 2.89944
H 1.98625 2.27552 3.46234
H -1.68380 3.44161 2.42996
H -1.82333 2.60642 4.00591
H -2.46312 1.84866 2.52906
*
```

Computed properties:
highest occupied orbital energy (spin up / spin down) = -3.916 / -4.985 eV
maximum force = 1.9 eV/A
orbital gap (spin up / spin down) = 0.24073 / 0.24727 Eh

Here are the Löwdin charges for atoms 1 to 4, given in e:
1. Ti 0.2098
2. C -0.1491
3. C -0.7691
4. S 0.7452

Question: Which of these has the highest maximum force?
Answer: C47H48ClF4N7O6P2S2

Question: What is the maximum force in the fifth record?
Answer: 0.8 eV/A